No. 1
Density functional theory data (wB97M-V/def2-TZVPD) for a structure of composition C16H11BCl3F4N3OPb.

Geometry as XYZ:
```
40
Properties=species:S:1:pos:R:3:lowdin_charge:R:1
Pb 1.2796 0.4332 -2.0583 1.610
Cl -5.6205 -3.8530 1.9049 0.941
Cl -4.3998 1.3004 2.0016 0.878
Cl -6.1553 -1.1556 -2.5687 0.930
F -0.3413 0.5202 -0.4827 -0.094
F -2.0654 -0.9041 0.2642 0.166
F -0.6862 -1.4293 -1.5660 0.068
F -2.2673 0.1851 -1.7100 0.175
O -5.1557 0.9794 -0.8616 0.160
N 4.0617 1.0164 -0.7522 0.111
N 2.7175 -0.8683 -0.7277 -0.058
N 1.9791 2.0090 -0.6196 -0.090
C -5.2930 -0.0317 -0.2553 -0.349
C 3.9191 -0.3558 -0.4524 -0.300
C 2.8926 4.2335 0.7508 0.021
C -5.7894 -2.5174 -0.2615 -0.112
C 3.2645 2.1098 -0.2954 -0.289
C -5.0033 -1.3037 1.8800 -0.088
C 2.4537 -2.1454 -0.5157 -0.129
C 1.5227 4.1189 0.4406 -0.022
C 3.3171 -3.0319 0.0831 0.010
C -5.7696 -1.3697 -0.9691 -0.541
C -5.0189 -0.0908 1.2545 -0.514
C 4.9138 -1.1233 0.1360 0.023
C -5.4530 -2.4040 1.1068 -0.581
C 4.5877 -2.4400 0.4206 0.006
C 1.1070 3.0244 -0.2505 -0.085
C 3.7822 3.2543 0.2916 0.031
B -1.4134 -0.4618 -0.8686 -1.283
H 0.7706 4.8365 0.7204 0.124
H -4.7974 -1.3917 2.8939 0.107
H 1.4315 -2.4110 -0.8266 0.120
H -6.1885 -3.4710 -0.6525 0.141
H 3.3261 5.0571 1.3553 0.143
H 3.0051 -4.0146 0.4510 0.130
H 0.0555 2.8727 -0.4274 0.117
H 5.3290 -3.0555 0.9644 0.136
H 5.8323 -0.6157 0.4167 0.133
H 5.0346 1.2420 -0.6700 0.133
H 4.8350 3.2524 0.4553 0.120
```

The calculation puts the calculated total energy at -2853.2192 hartree. The gap between HOMO and LUMO (alpha / beta) is 6.3225 / 6.3230 eV. The calculation puts the HOMO energy (alpha / beta) at -0.54511 / -0.54511 Ha. The net charge is +2.

No. 2
Density functional theory data (wB97M-V/def2-TZVPD) for a cluster of 2 separate species, C8H16NO in total.

Geometry as XYZ:
```
26
Properties=species:S:1:pos:R:3:lowdin_charge:R:1
O -1.9755 0.2788 -0.6329 0.189
N -1.3965 2.2577 2.2141 0.107
C -0.8493 0.7683 -0.2135 -0.310
C 0.0628 -0.0162 0.5181 -0.091
C -0.2712 -2.3946 -0.2567 -0.032
C 0.6272 -0.8090 -1.8721 -0.040
C -0.5904 2.2529 -0.3006 -0.020
C 2.0455 -1.4691 0.1780 -0.064
C 0.6955 -1.1496 -0.3673 -0.522
C -1.4839 2.8837 3.1697 0.046
H 2.7339 -0.6414 0.4260 0.092
H 2.1961 -2.1516 1.0372 0.106
H -1.0173 -2.5078 -1.0298 0.087
H 2.7440 -1.9122 -0.5842 0.110
H 0.4199 -3.1737 -0.4388 0.067
H -1.8527 3.2477 4.0587 0.056
H -1.4633 2.8578 -0.0828 0.088
H -2.4328 0.9867 -1.2457 0.229
H 1.1633 -1.5077 -2.4967 0.098
H 0.1881 2.4719 0.4218 0.076
H -0.3219 -0.5601 -2.2803 0.068
H 1.2877 0.0906 -2.0194 0.110
H -0.6006 -0.4379 1.3071 0.169
H 0.7894 0.6969 0.9735 0.143
H -0.5935 -2.6717 0.7625 0.102
H -0.1045 2.6094 -1.2459 0.135
```

The calculation puts the calculated total energy at -444.0758 hartree. The gap between HOMO and LUMO is 9.8616 eV. The calculation puts the HOMO energy at -0.53456 Ha. The net charge is +1.

No. 3
Density functional theory data (wB97M-V/def2-TZVPD) for a cluster of 2 separate species, C2H3N3O in total.

Geometry as XYZ:
```
9
Properties=species:S:1:pos:R:3:lowdin_charge:R:1
O -1.1089 1.8949 -2.9238 0.083
N 2.9492 2.7648 -0.9694 -0.027
N -0.0373 1.0853 -1.1188 -0.008
N -0.9720 1.2379 -1.9203 -0.080
C -0.0399 -0.0177 -0.1406 -0.048
C 1.9078 2.3116 -0.9261 -0.145
H -1.0037 -0.1503 0.1782 0.055
H 0.4695 -0.9228 -0.4114 0.091
H 0.3657 0.3094 0.7952 0.078
```

The calculation puts the calculated total energy at -317.2730 hartree. The gap between HOMO and LUMO (alpha / beta) is 8.2769 / 8.5249 eV. The calculation puts the HOMO energy (alpha / beta) at -0.39122 / -0.39686 Ha.

No. 4
Density functional theory data (wB97M-V/def2-TZVPD) for a structure of composition C8H4CoN2O5.

Geometry as XYZ:
```
20
Properties=species:S:1:pos:R:3:lowdin_spin:R:1
Co 0.3722 0.1555 -0.2921 1.018
O 2.7285 1.5271 -1.5060 0.000
O -0.5146 -1.3529 -2.5906 0.091
O 1.5373 -2.3433 0.6258 0.120
O -1.7510 2.0398 -0.9330 0.095
O 0.2707 1.0774 2.5034 0.142
N -1.8393 -1.4152 1.9130 0.093
N -1.6998 -0.9518 0.6633 0.289
C -3.6911 -1.9906 0.9233 0.424
C -2.8303 -1.3046 0.0368 0.035
C 0.3103 0.7062 1.4047 0.137
C -3.0125 -2.0363 2.1414 0.239
C -0.9059 1.3169 -0.6445 0.082
C 1.0903 -1.3344 0.3012 0.106
C 1.8315 1.0140 -1.0047 0.035
C -0.1575 -0.7440 -1.6743 0.078
H -4.6645 -2.3864 0.6733 0.014
H -2.9867 -1.0494 -0.9998 -0.002
H -3.2584 -2.4429 3.1101 0.006
H -1.1043 -1.2692 2.5937 0.000
```

The calculation puts the calculated total energy at -2174.8732 hartree. Its multiplicity is 4. The expectation value of S² is 3.776. The gap between HOMO and LUMO (alpha / beta) is 4.9631 / 6.9629 eV. The calculation puts the HOMO energy (alpha / beta) at -0.48971 / -0.73703 Ha. The net charge is +2.

No. 5
Density functional theory data (wB97M-V/def2-TZVPD) for an isolated molecule of C2H2N4.

Geometry as XYZ:
```
8
Properties=species:S:1:pos:R:3:lowdin_charge:R:1
N -1.7464 -0.1419 -0.9909 0.178
N 0.0712 -1.0762 0.3137 0.087
N 1.1141 0.9745 0.3803 -0.121
N 0.8104 2.0715 0.2486 0.202
C 1.2200 -0.3057 0.5373 -0.207
C -0.9190 -0.6018 -0.2282 -0.304
H -2.7332 -0.1379 -0.8619 0.062
H 2.1828 -0.7825 0.6010 0.102
```

The calculation puts the calculated total energy at -296.3320 hartree. The gap between HOMO and LUMO is 8.5683 eV. The calculation puts the HOMO energy at -0.29425 Ha.

No. 6
Density functional theory data (wB97M-V/def2-TZVPD) for a cluster of 2 separate species, C5H10ClN in total.

Geometry as XYZ:
```
17
Properties=species:S:1:pos:R:3:lowdin_charge:R:1
Cl -3.1703 0.7269 1.8021 0.353
N 1.7042 -1.3572 0.7936 0.135
C 0.2155 -0.2035 -0.8235 -0.263
C 0.2213 0.3469 1.6877 -0.081
C -0.0011 -1.2469 -1.7475 0.058
C 0.1651 1.2501 -1.3035 -0.056
C 0.7638 -0.5038 0.6301 -0.414
H -2.5963 -0.3527 1.5400 -0.256
H -0.3781 1.4643 -2.2140 0.079
H 0.1523 -2.3253 -1.5133 0.067
H -0.7908 0.7067 1.3108 -0.001
H -0.3297 1.7005 -0.3934 0.074
H 0.9024 1.2364 1.6420 0.115
H -0.2925 -1.0785 -2.7014 0.004
H 1.2024 1.5048 -1.2713 0.075
H 2.0597 -1.7433 -0.0693 0.041
H 0.1721 -0.1256 2.6309 0.071
```

The calculation puts the calculated total energy at -711.3909 hartree. The gap between HOMO and LUMO is 10.0087 eV. The calculation puts the HOMO energy at -0.34037 Ha. As for the structure (SMILES): [H]/N=C(/C)C(=C)C.Cl.

Repeat the first record exactly.
Density functional theory data (wB97M-V/def2-TZVPD) for a structure of composition C16H11BCl3F4N3OPb.

Geometry as XYZ:
```
40
Properties=species:S:1:pos:R:3:lowdin_charge:R:1
Pb 1.2796 0.4332 -2.0583 1.610
Cl -5.6205 -3.8530 1.9049 0.941
Cl -4.3998 1.3004 2.0016 0.878
Cl -6.1553 -1.1556 -2.5687 0.930
F -0.3413 0.5202 -0.4827 -0.094
F -2.0654 -0.9041 0.2642 0.166
F -0.6862 -1.4293 -1.5660 0.068
F -2.2673 0.1851 -1.7100 0.175
O -5.1557 0.9794 -0.8616 0.160
N 4.0617 1.0164 -0.7522 0.111
N 2.7175 -0.8683 -0.7277 -0.058
N 1.9791 2.0090 -0.6196 -0.090
C -5.2930 -0.0317 -0.2553 -0.349
C 3.9191 -0.3558 -0.4524 -0.300
C 2.8926 4.2335 0.7508 0.021
C -5.7894 -2.5174 -0.2615 -0.112
C 3.2645 2.1098 -0.2954 -0.289
C -5.0033 -1.3037 1.8800 -0.088
C 2.4537 -2.1454 -0.5157 -0.129
C 1.5227 4.1189 0.4406 -0.022
C 3.3171 -3.0319 0.0831 0.010
C -5.7696 -1.3697 -0.9691 -0.541
C -5.0189 -0.0908 1.2545 -0.514
C 4.9138 -1.1233 0.1360 0.023
C -5.4530 -2.4040 1.1068 -0.581
C 4.5877 -2.4400 0.4206 0.006
C 1.1070 3.0244 -0.2505 -0.085
C 3.7822 3.2543 0.2916 0.031
B -1.4134 -0.4618 -0.8686 -1.283
H 0.7706 4.8365 0.7204 0.124
H -4.7974 -1.3917 2.8939 0.107
H 1.4315 -2.4110 -0.8266 0.120
H -6.1885 -3.4710 -0.6525 0.141
H 3.3261 5.0571 1.3553 0.143
H 3.0051 -4.0146 0.4510 0.130
H 0.0555 2.8727 -0.4274 0.117
H 5.3290 -3.0555 0.9644 0.136
H 5.8323 -0.6157 0.4167 0.133
H 5.0346 1.2420 -0.6700 0.133
H 4.8350 3.2524 0.4553 0.120
```

The calculation puts the calculated total energy at -2853.2192 hartree. The gap between HOMO and LUMO (alpha / beta) is 6.3225 / 6.3230 eV. The calculation puts the HOMO energy (alpha / beta) at -0.54511 / -0.54511 Ha. The net charge is +2.